No. 1
Molecular formula: C2H12NO3S
Method: DFT, ωB97M-V with the def2-TZVPD basis set

Computed properties:
- charge = -1
- largest force on an atom (Eh/bohr) = 0.03111
- LUMO energy (eV) = 3.63
- HOMO level (hartree) = -0.127
- relative energy (zero: lowest compared OMol25 entry of this formula, charge and spin) (kJ/mol) = 0.0

CARTESIAN COORDINATES (ANGSTROEM)
H 0.907 0.481 -0.597
H 1.022 -0.395 -2.617
H 1.936 -0.010 -3.757
H -2.119 0.597 0.663
H -0.143 2.866 0.719
C -1.284 -0.078 0.860
H -1.546 -1.045 -1.011
H 0.390 -1.842 2.527
H 0.645 -2.598 3.853
H 0.931 3.150 -0.342
O 0.067 3.416 -0.058
H -1.721 -0.863 1.481
H -0.341 1.147 -1.363
O 1.495 -0.797 -3.390
C -0.690 -0.690 -0.418
H -0.098 -1.582 -0.219
S 0.008 0.730 1.928
O 0.443 -2.740 2.910
N 0.098 0.253 -1.171

---

No. 2
Molecular formula: C4H5NO
Method: DFT, ωB97M-V with the def2-TZVPD basis set

Computed properties:
- largest force on an atom (Eh/bohr) = 0.01589
- LUMO energy (spin up / spin down) (eV) = -1.05 / -1.05
- HOMO level (spin up / spin down) (hartree) = -0.301 / -0.301
- relative energy (zero: lowest compared OMol25 entry of this formula, charge and spin) (kJ/mol) = 379.8

CARTESIAN COORDINATES (ANGSTROEM)
C 0.120 0.069 -0.502
C 1.534 -1.916 0.066
H -0.789 -0.594 1.189
H -2.373 1.114 1.421
C -1.756 1.142 0.507
H -0.020 0.862 -1.234
H 2.632 -2.080 -0.025
N -0.870 0.059 0.419
O -1.810 2.021 -0.315
C 1.300 -0.649 -0.501
H 2.032 -0.027 -1.024

---

No. 3
Molecular formula: C5H10O3Rb
Method: DFT, ωB97M-V with the def2-TZVPD basis set

Computed properties:
- largest force on an atom (Eh/bohr) = 0.07012
- spin multiplicity = 2
- LUMO energy (spin up / spin down) (eV) = -0.99 / -1.09
- HOMO level (spin up / spin down) (hartree) = -0.178 / -0.287
- expectation value of S² = 0.75
- relative energy (zero: lowest compared OMol25 entry of this formula, charge and spin) (kJ/mol) = 191.9

CARTESIAN COORDINATES (ANGSTROEM)
C 0.845 -1.019 0.005
H 0.038 -1.102 0.752
C 0.569 1.375 -0.440
H -0.950 0.625 -1.321
H 2.409 -1.812 1.271
H -2.327 -0.224 1.171
O 1.259 2.455 -0.513
H 1.527 -3.035 0.323
C 1.943 -2.019 0.297
H -3.350 -0.307 -0.294
Rb 4.221 2.043 0.037
C -2.773 0.364 0.357
O -0.608 1.438 0.364
H -2.116 1.967 -0.966
O 1.389 0.287 0.035
H 2.721 -1.985 -0.479
H -3.473 1.073 0.825
H 0.398 -1.209 -0.986
C -1.720 1.084 -0.437

---

No. 4
Molecular formula: C23H43N2O4
Method: DFT, ωB97M-V with the def2-TZVPD basis set

Computed properties:
- charge = -1
- largest force on an atom (Eh/bohr) = 0.19800
- LUMO energy (eV) = 2.55
- HOMO level (hartree) = -0.022
- relative energy (zero: lowest compared OMol25 entry of this formula, charge and spin) (kJ/mol) = 861.7

CARTESIAN COORDINATES (ANGSTROEM)
C -5.404 -1.522 0.250
H 5.228 -5.325 1.246
H 1.655 -3.634 1.995
H 2.696 -4.941 1.100
H -2.971 -3.178 -3.367
H 1.455 7.986 0.537
H -0.590 2.971 -0.837
H 1.814 2.821 0.276
H -0.407 5.995 -0.870
O 1.989 -1.855 0.293
C -4.365 -2.791 -1.535
C 1.706 -4.289 1.024
C 7.229 -4.513 1.479
H 0.690 -3.272 -0.746
C -0.226 6.773 -0.120
H -6.984 1.857 0.858
H 2.529 -3.540 -1.075
H -7.297 -0.441 -0.574
O 2.071 1.339 -1.200
N 0.898 4.038 1.930
H -4.335 -1.029 0.342
C 7.958 -5.559 0.641
H -5.491 1.013 1.755
H 5.273 -3.623 1.742
H -7.359 -0.727 1.306
H -2.248 1.173 -1.420
H 0.143 1.259 1.786
H 9.001 -5.645 0.962
H -4.685 -2.509 -3.774
H -2.292 0.481 0.406
O -3.803 -3.708 -0.699
H 1.912 6.356 0.000
H -4.794 0.798 -1.267
C -0.940 2.316 0.069
C 2.003 -0.099 -1.504
H -5.517 -2.364 1.087
H -0.480 7.043 2.021
H 7.306 -4.789 2.537
N 5.527 -3.591 -1.554
C -0.630 6.264 1.265
C 1.772 -3.205 -0.248
H 7.486 -6.543 0.745
H -1.236 2.986 1.011
H -3.393 -1.285 -3.111
C 0.205 5.047 1.628
H 0.740 -4.950 0.994
C -3.685 2.326 0.051
H 3.655 -1.678 -1.188
H -0.856 7.629 -0.385
H 0.867 -0.403 -1.571
C 1.739 1.635 0.201
H 7.966 -5.292 -0.421
H -1.689 5.987 1.269
H 2.427 -0.220 -2.613
C -3.776 -2.386 -3.012
C 5.630 -3.946 -0.349
H -0.136 0.160 0.281
O -5.620 -2.157 -1.092
H 7.736 -3.548 1.360
C 5.753 -4.374 1.105
C -5.078 1.656 -0.503
H -3.630 3.424 -0.405
H 3.594 -0.449 0.239
C 2.912 -1.059 -0.529
H 1.474 7.580 -1.190
C -6.637 -0.425 0.408
C -6.077 1.108 0.720
C 0.197 1.238 0.593
H -3.808 2.488 1.226
C -2.330 1.453 -0.277
C 1.238 7.197 -0.192
H -5.704 2.470 -1.112

---

No. 5
Molecular formula: C12H9F23O5PS2Si2
Method: DFT, ωB97M-V with the def2-TZVPD basis set

Computed properties:
- charge = -1
- largest force on an atom (Eh/bohr) = 0.02525
- LUMO energy (eV) = 1.89
- HOMO level (hartree) = -0.222

CARTESIAN COORDINATES (ANGSTROEM)
F 4.701 -0.219 -2.219
H -1.308 4.157 0.102
F 5.030 -0.755 -0.120
H 2.399 -1.463 1.946
C -5.660 -1.705 -1.013
P -0.331 -2.277 0.918
C 2.149 -0.464 -0.637
H -1.360 -1.728 0.118
F -6.604 -1.404 -0.113
F -3.751 4.162 -1.233
F -6.164 -2.623 -1.866
F -4.590 -0.889 -2.936
H -1.323 0.637 0.720
C -4.436 0.579 -1.083
F 1.169 -0.324 -1.577
C -0.821 3.615 -0.698
H 0.745 2.171 -0.944
F -3.824 1.702 -3.052
C 4.572 -1.176 -1.291
F -5.470 2.531 -1.872
F -3.266 2.656 0.254
F 6.199 -2.474 5.069
F -1.879 3.584 -2.795
F 3.038 -2.634 -0.264
F 2.829 0.707 -0.577
Si 1.377 -0.812 1.123
F -5.032 0.758 0.117
S 5.589 -2.937 2.533
C 3.096 -1.607 -1.126
F 7.879 -3.065 3.852
O -0.843 -2.707 2.250
F 5.270 -2.250 -1.702
C -1.820 2.911 -1.610
F 7.075 -1.071 3.684
C -4.258 1.935 -1.792
C 0.271 2.695 -0.124
F -4.590 -2.223 -0.402
F -1.436 1.655 -1.907
H -0.333 4.353 -1.320
C -3.274 2.910 -1.065
F -6.431 0.098 -2.288
O 0.959 0.628 1.842
O 6.360 -2.730 1.327
C 6.741 -2.359 3.849
F 2.674 -2.063 -2.327
C -5.277 -0.454 -1.863
O 5.353 -4.316 2.893
O 4.452 -2.048 2.698
H -2.345 2.055 2.887
Si -0.287 1.550 1.247
H 0.144 -3.371 0.157
F -3.213 0.047 -0.883
H 1.034 3.345 0.301
S -1.178 2.706 2.815

---

No. 6
Molecular formula: C22H46MoN3O2P3
Method: DFT, ωB97M-V with the def2-TZVPD basis set

Computed properties:
- charge = +4
- largest force on an atom (Eh/bohr) = 0.11595
- spin multiplicity = 3
- LUMO energy (spin up / spin down) (eV) = -14.00 / -13.92
- HOMO level (spin up / spin down) (hartree) = -0.637 / -0.638
- expectation value of S² = 2.01

CARTESIAN COORDINATES (ANGSTROEM)
H 4.590 -0.867 4.694
O 0.435 -1.716 0.170
H -3.946 1.887 -1.508
C 0.373 1.943 0.720
H -2.555 0.041 -1.337
C 1.169 4.855 0.237
P 2.961 -1.471 2.892
H -3.535 0.820 3.441
H -0.994 4.666 -1.759
H 3.201 -1.468 -4.015
C 4.630 -0.912 -2.465
C -2.612 0.740 2.847
H -4.531 0.211 -1.651
H -1.471 -2.231 -4.398
H 0.847 -2.477 3.466
O 0.505 0.791 0.800
H -1.530 5.251 1.212
C 3.691 -0.647 -3.510
H 0.813 -4.218 -3.258
H -6.161 0.950 0.849
H -2.406 3.716 1.002
C 3.299 0.699 -3.789
H 1.954 4.643 -0.500
H -0.197 3.138 -2.229
N -2.738 -0.278 1.827
H -5.061 1.747 2.005
H 3.530 2.794 -3.228
C -2.627 -3.337 -1.803
C -0.958 -1.727 -3.562
H -2.374 1.720 2.407
H 4.887 -0.054 3.122
P -0.917 -2.900 -2.215
C -0.850 3.609 -1.481
H 0.064 -1.466 -3.866
H 5.831 -0.033 -0.875
C 5.159 0.170 -1.704
H -0.119 -5.159 -2.015
C -4.583 1.123 -1.038
H 4.787 -2.824 2.090
H 3.568 0.526 4.158
H -1.923 -2.133 1.357
C 3.968 -3.019 2.803
H -1.220 3.898 2.343
C -3.048 0.032 0.506
C -1.443 4.156 1.297
C -0.175 -4.416 -2.822
H -0.844 -4.779 -3.615
H -5.615 1.480 -1.010
H -1.521 -0.829 -3.273
C -5.186 0.881 1.343
C 4.110 -0.376 3.835
H -1.828 3.105 -1.480
C -0.032 -2.264 -0.742
H -2.917 -4.105 -2.538
H 3.361 -3.836 2.382
H -3.360 -2.194 2.412
H -1.799 -1.663 3.086
Mo 3.083 0.283 -1.790
H 2.541 0.907 -4.532
C -2.430 -1.641 2.189
C 3.834 1.773 -3.023
C 1.550 -1.837 4.032
C 4.756 1.504 -1.977
H 0.688 5.812 -0.019
N -4.144 0.852 0.324
H -2.705 -3.753 -0.789
N -2.346 -0.465 -0.471
H 5.165 2.319 -1.391
P -0.140 3.640 0.171
H 4.394 -3.322 3.770
H -1.794 0.466 3.530
H 1.617 4.930 1.237
H -5.151 -0.035 1.949
H 4.855 -1.931 -2.164
H 1.838 -2.341 4.968
H 1.018 -0.896 4.260
H -3.284 -2.460 -1.893

---

No. 7
Molecular formula: CH3N2S2
Method: DFT, ωB97M-V with the def2-TZVPD basis set

Computed properties:
- charge = +1
- largest force on an atom (Eh/bohr) = 0.10002
- structure (SMILES) = C1=[NH+]SSN1
- LUMO energy (eV) = -5.50
- HOMO level (hartree) = -0.486
- relative energy (zero: lowest compared OMol25 entry of this formula, charge and spin) (kJ/mol) = 24.5

CARTESIAN COORDINATES (ANGSTROEM)
S 1.559 -0.404 2.287
H 2.031 0.763 0.264
S -0.531 -1.193 2.453
N -0.904 -0.656 0.835
H -0.136 0.240 -0.907
N 1.185 0.127 0.588
C 0.006 0.019 0.100
H -1.614 -1.071 0.271

---

No. 8
Molecular formula: C17H25NO2
Method: DFT, ωB97M-V with the def2-TZVPD basis set

Computed properties:
- largest force on an atom (Eh/bohr) = 0.01103
- structure (SMILES) = COc1ccc([C@@H](CC(=O)N2CCCC2)C(C)C)cc1
- LUMO energy (eV) = 0.75
- HOMO level (hartree) = -0.309
- relative energy (zero: lowest compared OMol25 entry of this formula, charge and spin) (kJ/mol) = 82.1

CARTESIAN COORDINATES (ANGSTROEM)
O 2.480 -1.082 1.817
C 1.949 0.910 0.608
H 1.904 1.231 -0.429
C -0.840 1.007 -0.688
H 0.910 -0.350 -1.782
H -5.226 -1.307 0.083
H -4.246 -2.694 -0.472
C -0.695 2.918 2.652
H 1.420 2.969 2.323
O -3.840 -0.884 -1.404
C 1.701 -2.250 -2.499
H 2.660 -0.334 -2.132
H -2.160 0.734 -2.356
C 2.372 -2.774 -0.285
C -0.551 0.679 0.634
H 3.663 -3.003 -1.999
C -2.787 -0.412 -0.674
H 1.491 -3.278 0.129
C 0.520 2.719 1.748
C 0.441 3.676 0.562
H 3.214 -2.958 0.385
H 2.399 -4.240 -1.902
H -0.498 3.552 0.029
C -4.740 -1.768 -0.784
H -0.761 3.954 2.975
C 1.831 -0.933 -1.732
H -1.199 -0.491 2.299
H 2.776 1.423 1.104
C -1.403 -0.208 1.276
H -0.207 1.691 -1.232
H -3.137 -1.439 1.188
H 0.490 4.703 0.920
H 0.724 0.685 2.319
H -5.493 -1.999 -1.536
H 1.978 -2.144 -3.546
H -0.626 2.287 3.535
C -2.508 -0.752 0.643
H 0.673 -2.609 -2.443
C 2.624 -3.191 -1.728
H 1.267 3.522 -0.127
C -1.938 0.476 -1.332
C 0.648 1.226 1.368
H -1.609 2.664 2.119
C 2.212 -0.583 0.737
N 2.120 -1.343 -0.371

---

No. 9
Molecular formula: C12H24N2O4
Method: DFT, ωB97M-V with the def2-TZVPD basis set

Computed properties:
- largest force on an atom (Eh/bohr) = 0.01320
- structure (SMILES) = CCNC(=O)OC[C@H](CC)NC(=O)OCC(C)C
- LUMO energy (eV) = 0.79
- HOMO level (hartree) = -0.355
- relative energy (zero: lowest compared OMol25 entry of this formula, charge and spin) (kJ/mol) = 4.7

CARTESIAN COORDINATES (ANGSTROEM)
H -1.366 -1.017 -1.172
H 2.538 1.218 0.725
C -2.381 -2.468 0.076
C 2.321 0.322 0.138
H 5.606 -0.142 -0.897
H -3.050 2.246 1.269
H -2.517 -0.602 1.149
O -0.300 -1.851 1.212
H -3.620 4.463 0.296
H -2.343 4.278 -0.911
H -1.515 -2.610 -1.899
H -0.535 -3.609 0.172
N 1.411 -0.479 0.939
O 1.120 -2.213 -0.520
H 4.001 -0.790 0.834
H 4.863 1.318 -0.243
C 1.638 0.746 -1.183
C -0.211 1.838 -0.173
H -2.041 1.199 -0.755
H -3.006 -3.355 -0.079
C 0.772 -1.566 0.434
H -1.623 3.311 1.269
H -1.394 -3.462 1.735
C -2.028 -1.873 -1.285
H 4.358 0.695 -1.815
N -1.559 1.798 -0.103
H -3.446 -1.913 1.877
O 0.230 0.906 -1.054
H 0.922 -0.004 1.682
O 0.502 2.565 0.475
C -2.330 2.773 0.634
H 1.745 -0.041 -1.931
C -1.120 -2.942 0.813
C -3.147 -1.462 0.933
C 3.619 -0.445 -0.128
H 3.390 -1.323 -0.732
C -3.058 3.742 -0.291
H -3.749 3.207 -0.939
C 4.674 0.412 -0.815
H -4.041 -1.123 0.414
H 2.080 1.680 -1.542
H -2.929 -1.555 -1.805

---

No. 10
Molecular formula: C22H52AsBrN6PrSSi3
Method: DFT, ωB97M-V with the def2-TZVPD basis set

Computed properties:
- charge = +3
- largest force on an atom (Eh/bohr) = 0.04362
- spin multiplicity = 3
- LUMO energy (spin up / spin down) (eV) = -9.89 / -9.03
- HOMO level (spin up / spin down) (hartree) = -0.583 / -0.583
- expectation value of S² = 2.00
- relative energy (zero: lowest compared OMol25 entry of this formula, charge and spin) (kJ/mol) = 0.0

CARTESIAN COORDINATES (ANGSTROEM)
H 1.233 -5.913 -2.095
C -0.617 -0.601 2.318
C -1.606 0.832 -3.680
H 1.253 5.303 -1.087
N -0.491 -1.921 1.651
H -1.115 5.738 1.962
As -0.223 1.967 -0.666
H 1.374 -0.774 3.968
C 4.678 -1.916 -1.009
C 3.934 -2.326 -2.135
H 3.913 3.589 -0.433
H -1.342 -5.775 -0.186
H -1.745 4.616 -2.353
H -2.652 -4.784 -0.905
H -1.725 5.384 0.375
N 2.035 -1.232 -1.196
N -0.698 -0.786 3.774
C -1.878 3.859 -3.125
C 2.602 -1.930 -2.204
Si -1.942 2.137 -2.361
H -0.281 -4.564 3.421
H -2.816 4.070 -3.665
H -0.450 -3.770 4.931
C 0.760 -2.596 2.135
H 4.621 -0.842 0.930
C -0.414 -3.587 3.855
H -4.276 1.297 -2.278
H 0.029 5.474 0.638
C 3.256 2.710 -0.416
N 0.738 -2.773 3.566
H -1.292 1.333 -4.593
C 0.542 2.938 2.633
H -2.572 -2.331 1.707
C 1.595 4.802 -2.018
H 3.370 1.974 -3.400
H 4.372 -2.902 -2.955
H -2.900 -1.995 -2.504
C 2.778 -0.802 -0.158
H 0.242 0.026 2.080
Si 1.897 2.988 -1.689
H 2.519 5.275 -2.320
H -1.825 -1.904 5.109
H -4.145 2.779 -1.332
C 2.293 1.992 -3.262
H -1.513 -3.770 1.481
C 4.078 -1.200 0.041
H 1.974 0.942 -3.148
H 0.880 5.000 -2.813
H -1.851 -6.153 -1.872
H -3.548 -1.642 -1.022
H 1.995 -2.099 -3.075
H 1.893 2.392 -4.185
H 1.619 -1.992 1.846
C -0.922 5.169 1.064
N -2.847 -1.341 -1.716
C -1.623 -2.807 1.996
H -2.890 1.915 1.400
H 1.424 2.554 2.129
H -3.369 3.499 1.942
C -1.713 -5.373 -1.132
H 0.548 -1.619 5.292
N -1.714 -3.035 3.426
C -3.634 1.816 -1.574
C 1.058 -5.150 -1.347
C 0.556 -1.457 4.195
H 2.317 -0.041 0.519
C -2.558 2.734 2.029
H 2.863 2.589 0.601
H -3.109 -0.410 -2.055
H -3.555 1.303 -0.606
H -2.522 0.245 -3.887
H -1.540 -0.125 1.960
H 0.844 3.876 3.149
H -0.792 0.106 -3.447
Br 6.529 -2.419 -0.939
C -1.814 -1.711 4.019
H 0.872 -3.560 1.649
H 3.872 1.844 -0.649
H -2.744 -1.234 3.710
H -1.049 3.984 -3.821
Si -0.865 3.330 1.462
H -2.523 2.332 3.090
H 0.209 2.247 3.423
H 1.880 -4.404 -1.328
S -0.454 -4.219 -1.769
Pr -0.294 -1.568 -0.722
H 1.001 -5.604 -0.344

---

No. 11
Molecular formula: CH4NO3Sn
Method: DFT, ωB97M-V with the def2-TZVPD basis set

Computed properties:
- charge = +1
- largest force on an atom (Eh/bohr) = 0.06825
- LUMO energy (eV) = -7.21
- HOMO level (hartree) = -0.511
- relative energy (zero: lowest compared OMol25 entry of this formula, charge and spin) (kJ/mol) = 221.2

CARTESIAN COORDINATES (ANGSTROEM)
H -14.680 20.385 -23.349
H -16.473 20.756 -23.557
C -15.506 21.067 -23.168
O -10.431 22.386 -19.214
H -9.935 22.514 -20.038
O -14.988 20.807 -20.842
H -15.322 22.009 -23.683
N -15.708 21.302 -21.699
O -16.648 22.003 -21.443
Sn -12.517 20.577 -19.358